a.
The following is a quantum chemistry calculation of a 3-piece molecular cluster, C3H8O2 overall, from OMol25.

As for the HOMO-LUMO gap (alpha / beta): 9.233 / 8.723 eV. For the highest occupied orbital energy (alpha / beta), the calculation gives -9.143 / -8.761 eV.

Structure (XYZ):
```
13
C3H8O2 (the ωB97M-V functional and the def2-TZVPD basis)
C -1.4885 1.0704 -0.0491
C 0.0823 -1.2817 0.0187
O -0.1559 -1.2623 -1.1709
C 1.1864 -0.4017 0.5627
O 1.8325 0.0636 -0.6032
H -1.7956 2.0744 -0.3033
H -1.7157 0.8557 1.0161
H -2.0831 0.3449 -0.6397
H -0.3694 -2.0435 0.6601
H 1.2555 -0.3358 -1.3173
H 0.7962 0.4487 1.1412
H 1.8158 -0.9531 1.2733
H 0.6394 1.4202 -0.5887
```

b.
The following is a quantum chemistry calculation of a 2-piece molecular cluster, C3H8O2 overall, from OMol25.

Its SMILES is C[C@@H](O)C=O.[H][H]. As for the HOMO-LUMO gap: 10.672 eV. For the highest occupied orbital energy, the calculation gives -9.880 eV.

Structure (XYZ):
```
13
C3H8O2 (the ωB97M-V functional and the def2-TZVPD basis)
C 1.0670 0.0627 0.9176
C 0.0700 0.5932 -0.0948
O 0.6068 1.7935 -0.6327
C -0.1048 -0.3764 -1.2527
O -1.1689 -0.7934 -1.6435
H 2.0156 -0.1816 0.4265
H 0.6813 -0.8357 1.4100
H 1.2616 0.8275 1.6742
H -0.9127 0.7594 0.3677
H -0.0895 2.2286 -1.1421
H 0.8444 -0.6461 -1.7641
H -2.1378 -1.8422 1.2172
H -2.1329 -1.5894 0.5167
```

c.
The following is a quantum chemistry calculation of a 2-piece molecular cluster, C3H8O2 overall, from OMol25.

Its SMILES is CCC=O.O. As for the HOMO-LUMO gap: 10.250 eV. For the highest occupied orbital energy, the calculation gives -9.620 eV.

Structure (XYZ):
```
13
C3H8O2 (the ωB97M-V functional and the def2-TZVPD basis)
C 1.0723 0.7766 0.2874
C -0.2685 0.4408 -0.4136
C -0.0664 0.3691 -1.9003
O 1.0466 0.3145 -2.3796
H 0.9739 0.9336 1.3615
H 1.4825 1.6529 -0.1887
H 1.7091 -0.0920 0.1249
H -0.7445 -0.4465 0.0265
H -1.0330 1.1962 -0.1698
H -0.9097 0.3842 -2.5862
O -1.0670 -1.8557 1.5623
H -1.8642 -1.8160 2.0931
H -0.3311 -1.8579 2.1826
```

The most stable of them is c.

a.
The following is a quantum chemistry calculation of a 2-piece molecular cluster, C3H8O2 overall, from OMol25.

Its SMILES is CC=O.CO. As for the HOMO-LUMO gap: 10.362 eV. For the highest occupied orbital energy, the calculation gives -10.057 eV.

Structure (XYZ):
```
13
C3H8O2 (the ωB97M-V functional and the def2-TZVPD basis)
C -2.0520 -0.1323 -2.1318
C -1.1337 0.0701 -0.8606
O 0.0446 0.5462 -1.0614
H -2.3131 0.8734 -2.4610
H -2.9862 -0.7046 -1.8864
H -1.6002 -0.5675 -2.9534
H -1.8594 0.0572 0.0835
C 1.7186 -0.0776 2.1303
O 2.9827 0.0943 1.5667
H 1.0600 -0.6227 1.3905
H 1.6993 -0.7111 3.0515
H 1.4252 0.9395 2.4445
H 3.0142 0.2352 0.6876
```

b.
The following is a quantum chemistry calculation of a 2-piece molecular cluster, C3H8O2 overall, from OMol25.

Its SMILES is O=CO.CC. As for the HOMO-LUMO gap: 11.762 eV. For the highest occupied orbital energy, the calculation gives -10.969 eV.

Structure (XYZ):
```
13
C3H8O2 (the ωB97M-V functional and the def2-TZVPD basis)
O -1.7357 1.6190 0.3290
C -0.9124 0.8593 0.7822
O 0.1341 1.2433 1.5838
H -1.0917 -0.1961 0.5923
H 0.0798 2.2293 1.6692
C 1.6663 -1.5619 -0.7250
C 0.4667 -1.7644 -1.8009
H 1.9070 -2.4790 -0.0982
H 2.8175 -1.5318 -0.9946
H 1.3986 -0.7432 0.0641
H 0.1864 -0.8535 -2.3221
H -0.3742 -1.9971 -1.1799
H 0.5652 -2.5250 -2.5705
```

The most stable of them is b.

a.
The following is a quantum chemistry calculation of a 2-piece molecular cluster, C4H10 overall, from OMol25.

Its SMILES is C=C.CC. As for the HOMO-LUMO gap: 11.595 eV. For the highest occupied orbital energy, the calculation gives -10.266 eV.

Structure (XYZ):
```
14
C4H10 (the ωB97M-V functional and the def2-TZVPD basis)
C -4.4540 -3.4460 -4.0033
C -4.2023 -2.6057 -4.9903
H -5.3446 -3.3208 -3.4037
H -3.9127 -4.3793 -3.9025
H -4.7658 -1.6739 -5.0982
H -3.2994 -2.5385 -5.5990
C 2.8437 2.8820 3.5476
C 3.6360 1.6159 3.2173
H 3.0494 3.1911 4.5644
H 1.7821 2.7080 3.3675
H 3.0496 3.6772 2.8336
H 4.6943 1.7996 3.4042
H 3.3581 0.7965 3.8825
H 3.5657 1.2941 2.1798
```

b.
The following is a quantum chemistry calculation of a 3-piece molecular cluster, C4H10 overall, from OMol25.

As for the HOMO-LUMO gap: 6.829 eV. For the highest occupied orbital energy, the calculation gives -7.623 eV.

Structure (XYZ):
```
14
C4H10 (the ωB97M-V functional and the def2-TZVPD basis)
C -1.4428 -0.7740 -1.4446
C -0.6736 0.3649 -1.1040
C 0.7358 0.3821 -1.0309
C 0.6447 0.1813 2.2078
H -2.5714 -0.8302 -1.3601
H -0.7839 -1.5591 -1.3971
H -1.2159 1.2532 -0.8666
H 0.1221 -0.4371 1.5444
H 1.0430 1.2744 -0.4722
H 0.3253 -0.4548 -2.5543
H 1.2897 -0.6155 -0.7994
H 1.6796 -0.0826 2.1093
H 0.3394 0.0020 3.3352
H 0.5080 1.2953 1.8323
```

c.
The following is a quantum chemistry calculation of a 2-piece molecular cluster, C4H10 overall, from OMol25.

Its SMILES is C=C.CC. As for the HOMO-LUMO gap: 11.124 eV. For the highest occupied orbital energy, the calculation gives -10.024 eV.

Structure (XYZ):
```
14
C4H10 (the ωB97M-V functional and the def2-TZVPD basis)
C 2.6274 1.7726 1.4202
C 1.6552 0.9185 1.6908
H 2.5208 2.8147 1.7040
H 3.4028 1.4607 0.7368
H 0.9265 0.9872 2.4859
H 1.6642 0.0085 1.1031
C -2.2314 -0.7986 -0.8441
C -1.5770 -1.6100 -1.9609
H -2.2186 0.2898 -0.9245
H -1.8911 -1.0926 0.1499
H -3.3005 -1.0501 -0.8733
H -0.5071 -1.7799 -1.7793
H -1.9373 -2.6379 -1.9146
H -1.5915 -1.0862 -2.9107
```

The most stable of them is a.

a.
The following is a quantum chemistry calculation of a single C9H7NO2 molecule, from OMol25.

Its SMILES is Oc1cnc2c(O)cccc2c1. As for the HOMO-LUMO gap: 8.372 eV. For the highest occupied orbital energy, the calculation gives -8.193 eV.

Structure (XYZ):
```
19
C9H7NO2 (the ωB97M-V functional and the def2-TZVPD basis)
O -1.1671 -2.2558 -2.6400
C -0.7910 -1.1247 -1.8314
C -1.7751 -0.3485 -1.2236
N -1.5247 0.5707 -0.3865
C -0.2700 0.6230 0.1489
C -0.1230 1.3930 1.3338
O -1.1267 2.2312 1.7247
C 0.9673 1.3002 2.1317
C 1.8814 0.2471 1.7149
C 1.8388 -0.3850 0.4951
C 0.8304 -0.1816 -0.4453
C 0.4877 -1.1551 -1.2393
H -1.8202 -1.7756 -3.3077
H -2.9485 -0.4604 -1.4776
H -1.9691 2.2192 1.1392
H 1.1443 1.9923 2.8893
H 2.5462 -0.0419 2.5711
H 2.6944 -1.0615 0.2954
H 1.1248 -1.7866 -1.8926
```

b.
The following is a quantum chemistry calculation of a single C9H7NO2 molecule, from OMol25.

Its SMILES is N#C[C@@]1(c2ccco2)C[C@@H]1C=O. As for the HOMO-LUMO gap: 9.698 eV. For the highest occupied orbital energy, the calculation gives -9.054 eV.

Structure (XYZ):
```
19
C9H7NO2 (the ωB97M-V functional and the def2-TZVPD basis)
N -0.9539 1.8674 -2.6804
C -0.4552 1.2105 -1.8880
C 0.1979 0.3852 -0.9227
C -0.7201 -0.1890 0.0769
C -2.0104 0.1433 0.3802
C -2.4216 -0.7654 1.3850
C -1.3571 -1.5783 1.6149
O -0.3207 -1.2406 0.8266
C 1.4044 -0.3818 -1.3854
C 1.6296 0.8512 -0.5541
C 2.1745 0.6919 0.8099
O 3.0080 1.4060 1.3026
H -2.5853 0.9324 -0.0585
H -3.3796 -0.8060 1.8607
H -1.2099 -2.3998 2.2868
H 1.6691 -0.3461 -2.4314
H 1.5731 -1.3371 -0.9094
H 1.9779 1.7424 -1.0650
H 1.7793 -0.1863 1.3512
```

The most stable of them is b.

a.
The following is a quantum chemistry calculation of a single C8H11NO molecule, from OMol25.

Its SMILES is C=C1C(=O)N/C1=C\C(C)C. As for the HOMO-LUMO gap: 8.434 eV. For the highest occupied orbital energy, the calculation gives -8.296 eV.

Structure (XYZ):
```
21
C8H11NO (the ωB97M-V functional and the def2-TZVPD basis)
C -3.2115 2.2108 -1.1377
C -2.8871 1.3310 -0.2103
C -3.7028 0.5762 0.8195
O -4.7749 0.3305 1.3590
N -2.4742 -0.2838 0.9989
C -1.6800 0.4181 0.1368
C -0.3806 0.2633 -0.2564
C 0.5779 -0.7594 0.2782
C 1.2607 -1.4618 -0.8957
C 1.7140 -0.1296 1.0558
H -4.0655 2.6937 -1.2746
H -2.4254 2.4335 -1.8942
H -2.1035 -0.8157 1.8559
H 0.0358 0.7943 -1.0642
H 0.0984 -1.6438 0.7291
H 2.1010 -1.9919 -0.4994
H 1.7605 -0.7827 -1.5676
H 0.5048 -2.0236 -1.5539
H 1.4708 -0.1883 2.0563
H 1.8920 0.8725 0.8329
H 2.5871 -0.7556 0.9322
```

b.
The following is a quantum chemistry calculation of a single C8H11NO molecule, from OMol25.

Its SMILES is [H]/N=C(/O)[C@H]1[C@H]2C[C@H]3C[C@@H]1[C@H]32. As for the HOMO-LUMO gap: 10.738 eV. For the highest occupied orbital energy, the calculation gives -9.843 eV.

Structure (XYZ):
```
21
C8H11NO (the ωB97M-V functional and the def2-TZVPD basis)
H 1.8938 -1.9134 0.1351
N 2.4791 -1.0997 0.3126
C 1.9469 -0.0420 -0.1686
O 2.5510 1.1143 0.1201
C 0.6601 0.1148 -0.9161
C -0.4519 -0.9515 -0.8177
C -0.8712 -1.3204 0.6233
C -1.6439 0.0067 0.7495
C -0.7213 1.2228 0.9751
C -0.3402 1.2245 -0.5197
C -1.4996 0.2118 -0.7932
H 3.5282 0.8529 0.1877
H 0.9211 0.2564 -1.9769
H -0.4361 -1.7536 -1.5644
H -1.5641 -2.1720 0.6005
H -0.0860 -1.5242 1.3673
H -2.6010 -0.0113 1.2849
H -1.3097 2.1185 1.2155
H 0.0874 1.1220 1.7161
H -0.2299 2.1938 -1.0183
H -2.3124 0.3496 -1.5127
```

The most stable of them is b.

a.
The following is a quantum chemistry calculation of a 2-piece molecular cluster, C8H11NO overall, from OMol25.

As for the HOMO-LUMO gap: 10.670 eV. For the highest occupied orbital energy, the calculation gives -9.945 eV.

Structure (XYZ):
```
21
C8H11NO (the ωB97M-V functional and the def2-TZVPD basis)
C -4.4030 0.5411 0.5359
C -2.9072 0.4074 0.7486
C -2.3865 -0.5240 1.8616
C -2.6078 -1.8113 0.9962
C -1.1751 -2.3143 1.2316
C -1.0357 -0.7852 1.1126
C 0.1751 0.0203 1.1944
N 1.0029 0.6787 1.7362
C -2.1399 -0.6989 -0.0016
H -4.9067 -0.4364 0.5330
H -4.8549 1.1522 1.3307
H -4.6146 1.0326 -0.4248
H -2.4163 1.3937 0.7223
H -2.4934 -0.4476 2.9515
H -3.5332 -2.3945 0.9283
H -0.9569 -2.7454 2.2181
H -0.7229 -2.9096 0.4262
H -1.9570 -0.8261 -1.0765
O 1.3579 1.1107 -0.7670
H 1.7919 1.3307 0.2415
H 1.2909 0.2224 -1.1313
```

b.
The following is a quantum chemistry calculation of a single C8H11NO molecule, from OMol25.

Its SMILES is [H]/N=C(/O)C1=C(C)[C@@H]2C[C@@H]2C1. As for the HOMO-LUMO gap: 9.519 eV. For the highest occupied orbital energy, the calculation gives -8.700 eV.

Structure (XYZ):
```
21
C8H11NO (the ωB97M-V functional and the def2-TZVPD basis)
H -2.6425 0.9653 -0.8590
N -2.6709 0.0952 -1.3825
C -1.5862 -0.5808 -1.2465
O -1.6473 -1.8309 -1.7289
C -0.5209 -0.3780 -0.2507
C 0.0771 0.8042 0.0200
C -0.2100 2.1577 -0.5451
C 1.1666 0.6162 1.0218
C 2.3028 -0.2746 0.5704
C 1.1733 -0.8565 1.3665
C 0.0286 -1.5069 0.6037
H -2.6216 -2.0833 -1.5459
H 0.7322 2.6910 -0.7332
H -0.7935 2.1101 -1.4731
H -0.7844 2.7623 0.1762
H 1.3668 1.4014 1.7534
H 3.2582 -0.1526 1.0820
H 2.3745 -0.5115 -0.4941
H 1.3771 -1.1813 2.3870
H -0.7428 -1.8915 1.2897
H 0.3630 -2.3555 -0.0119
```

c.
The following is a quantum chemistry calculation of C8H11NO as an isolated structure, from OMol25.

As for the HOMO-LUMO gap: 10.078 eV. For the highest occupied orbital energy, the calculation gives -9.318 eV.

Structure (XYZ):
```
21
C8H11NO (the ωB97M-V functional and the def2-TZVPD basis)
N 0.6473 1.5824 -0.7456
C 0.0695 1.1622 0.2243
C -1.0721 1.0877 1.1551
C -2.3058 1.9558 0.9339
C -3.2534 1.3482 -0.0802
C -2.7269 0.3391 -1.0944
C -2.1440 -0.7985 -0.2231
C -2.0061 -0.1721 1.1637
C -3.2059 0.7945 1.3090
H -0.6773 1.2504 2.1684
H -2.3859 3.0010 1.2329
H -4.0930 1.9910 -0.3488
H -3.5420 -0.0203 -1.7360
H -1.9687 0.7835 -1.7539
H -2.8458 -1.6432 -0.1670
H -1.1881 -1.1862 -0.6045
H -1.8102 -0.8798 1.9753
H -4.0250 0.7405 2.0244
O 1.8441 -0.1243 0.4230
H 1.9079 0.6033 -0.5679
H 1.2920 -0.9123 0.4546
```

The most stable of them is b.